[1]
The following is a DFT calculation (wB97M-V/def2-TZVPD) of a molecular structure, C67H84F2GaO4Si.

Each line ends with the Löwdin charge.
Cartesian coordinates (Å):
1 C 0.988 -0.958 -6.617  -0.09
2 H -4.507 -2.637 3.561  0.10
3 H -4.852 -4.110 -1.145  0.10
4 C 7.781 1.475 1.291  -0.15
5 C -15.454 -10.392 2.238  -0.10
6 H 2.752 -4.308 -1.859  0.08
7 O 6.601 7.817 -4.591  0.09
8 C 2.292 -5.286 -1.950  -0.07
9 C 0.571 0.254 -6.088  -0.09
10 C -0.341 0.870 -1.734  -0.30
11 H -10.424 -9.624 0.878  0.09
12 C -8.623 -6.820 1.474  -0.10
13 C 8.589 5.698 5.164  -0.08
14 C 5.928 3.336 2.834  -0.16
15 H -5.418 3.591 4.984  0.10
16 H 3.542 6.775 -5.453  0.12
17 H -5.971 1.500 1.989  0.06
18 C 0.649 1.409 -6.854  -0.10
19 H 0.511 2.818 -1.528  0.04
20 H 11.067 7.263 0.980  0.10
21 H -14.337 -9.233 3.657  0.10
22 H -6.335 -9.240 2.081  0.10
23 H 3.900 3.722 -0.813  0.08
24 F 3.721 0.915 0.552  -0.04
25 H 6.504 3.718 3.678  0.00
26 Si 6.959 3.178 1.273  0.61
27 C -14.613 -10.389 -0.015  -0.10
28 C 2.901 2.416 -3.742  -0.23
29 H 9.503 7.589 4.742  0.10
30 H 5.574 2.337 3.099  0.04
31 H -8.263 -10.662 1.472  0.10
32 C -7.411 -7.403 1.816  -0.09
33 H -16.186 -10.719 2.964  0.10
34 H -2.106 -0.093 -0.949  0.09
35 H 7.476 0.940 0.391  0.03
36 C -9.578 -9.001 1.139  -0.10
37 H -1.624 2.189 3.587  0.10
38 C 0.921 -5.428 -1.776  -0.09
39 C -5.622 -3.793 2.138  -0.10
40 C -7.281 -8.786 1.816  -0.09
41 Ga 2.590 1.367 -2.031  0.55
42 C -4.384 3.784 4.728  -0.10
43 H -6.566 -6.781 2.083  0.09
44 C -14.416 -9.555 2.626  -0.09
45 C -15.551 -10.809 0.917  -0.10
46 H 3.506 -0.794 -3.172  0.07
47 C 4.464 3.012 -0.209  -0.18
48 H -5.537 3.030 1.218  0.07
49 H 7.017 6.011 0.522  0.09
50 H -6.357 -4.120 2.863  0.10
51 H 11.657 4.995 1.787  0.10
52 O 1.722 -1.390 -0.501  0.05
53 C 8.600 6.511 7.822  -0.11
54 C 0.324 -6.677 -1.890  -0.11
55 C -1.625 0.890 -0.884  -0.21
56 C -4.071 1.559 -0.916  -0.22
57 C 1.477 -1.018 -7.916  -0.10
58 C 8.077 5.272 7.477  -0.10
59 C 10.312 6.491 1.056  -0.10
60 C 4.091 1.582 -0.638  -0.44
61 H 8.868 1.531 1.311  0.01
62 H -3.450 2.011 1.085  0.09
63 H -2.401 2.888 -0.753  0.11
64 H 6.465 2.783 -1.076  0.08
65 O 5.240 6.030 -4.563  -0.05
66 C 1.098 -7.791 -2.182  -0.11
67 C 5.962 3.368 -0.307  -0.23
68 C 0.769 1.794 -1.226  -0.22
69 O 3.570 -2.385 -1.227  0.03
70 H 2.157 4.821 -4.985  0.12
71 C 2.712 -1.546 -1.428  -0.62
72 H -10.653 -7.162 0.871  0.10
73 H -14.687 -10.715 -1.044  0.10
74 H 7.665 3.900 5.881  0.10
75 C 3.229 4.721 -4.795  -0.20
76 H 5.049 3.970 2.717  0.03
77 H 0.336 2.356 -6.434  0.10
78 H 3.522 1.836 -4.430  0.06
79 C -9.707 -7.619 1.137  -0.10
80 H 4.541 3.769 -3.427  0.11
81 H 4.132 -6.298 -2.370  0.10
82 C 9.670 4.230 1.596  -0.11
83 H -2.565 2.149 -2.359  0.10
84 H -8.723 -5.742 1.471  0.10
85 C -3.578 2.749 4.273  -0.10
86 C -4.778 -3.785 -0.115  -0.09
87 C -2.252 2.995 3.943  -0.09
88 H 1.915 -2.037 0.191  0.11
89 H 8.593 5.374 4.130  0.09
90 C -3.744 -2.947 0.276  -0.09
91 H -3.012 -2.612 -0.448  0.10
92 C 8.993 6.771 0.706  -0.09
93 H 1.198 2.251 -8.749  0.10
94 C -4.246 1.427 0.616  -0.26
95 C 9.112 7.345 6.838  -0.10
96 H 9.518 8.313 7.105  0.10
97 H 0.197 0.302 -5.073  0.09
98 C -2.540 5.312 4.517  -0.10
99 H -0.001 -0.164 -1.789  0.07
100 H 8.606 6.827 8.858  0.10
101 H -1.317 1.048 0.152  0.10
102 C -5.612 1.952 1.064  -0.12
103 C -13.480 -9.132 1.694  -0.10
104 H -2.136 6.312 4.608  0.10
105 H -16.359 -11.463 0.615  0.10
106 H -4.284 0.585 -1.364  0.11
107 H -6.526 -4.859 0.509  0.08
108 C 5.818 7.119 -4.022  -0.37
109 H 3.075 -8.524 -2.579  0.09
110 C 3.063 -6.404 -2.238  -0.09
111 H -4.494 5.873 5.201  0.10
112 C 2.469 -7.654 -2.354  -0.11
113 H -3.985 1.751 4.167  0.10
114 H -12.849 -9.216 -0.355  0.10
115 H 1.915 2.495 -4.220  0.03
116 H 0.937 -1.856 -6.015  0.10
117 H 2.993 4.335 -2.721  0.10
118 H 6.046 4.411 -0.623  0.06
119 H -0.745 -6.782 -1.751  0.09
120 C 8.037 5.772 0.796  -0.11
121 H 0.317 -4.557 -1.551  0.10
122 H -4.783 2.304 -1.276  0.10
123 H 9.967 3.254 1.959  0.09
124 H 0.817 1.783 -0.133  0.05
125 C -3.646 -2.535 1.598  -0.10
126 C -4.584 -2.959 2.530  -0.10
127 H -6.362 1.774 0.293  0.06
128 H -0.700 4.467 3.805  0.10
129 C 1.548 0.135 -8.684  -0.11
130 C 9.105 6.939 5.511  -0.09
131 H -0.597 1.175 -2.756  0.09
132 H 1.722 -0.859 -3.183  0.05
133 H 0.634 -8.765 -2.274  0.09
134 H 4.096 3.132 0.811  0.09
135 C -5.717 -4.208 0.816  -0.10
136 H 1.928 0.089 -9.697  0.09
137 H -4.094 0.393 0.920  0.09
138 H 1.806 -1.964 -8.326  0.10
139 H -12.672 -8.478 1.997  0.09
140 C 10.637 5.223 1.503  -0.10
141 C -2.649 1.966 -1.286  -0.22
142 H 8.707 7.751 0.348  0.10
143 H 3.695 4.282 -5.681  0.12
144 C 2.604 -0.642 -2.581  -0.11
145 C -3.865 5.065 4.850  -0.10
146 C 3.460 3.829 -3.573  -0.30
147 C 3.796 6.114 -4.623  -0.19
148 C 8.348 4.476 1.230  -0.24
149 C -8.364 -9.584 1.475  -0.09
150 C 1.135 1.350 -8.152  -0.10
151 H 3.432 6.540 -3.680  0.12
152 H 7.672 4.622 8.242  0.10
153 H -2.838 -1.881 1.900  0.10
154 C -1.733 4.276 4.065  -0.09
155 H 7.459 0.891 2.155  0.03
156 H 5.511 7.300 -2.978  0.14
157 F 5.251 0.907 -1.031  -0.03
158 C 8.073 4.867 6.149  -0.09
159 C -13.579 -9.548 0.373  -0.10

Output
DFT total energy	-144722.999	eV
largest force on an atom	0.79	eV Å⁻¹
LUMO level	1.772	eV
net charge	-1
orbital gap	7.3	eV

=====

[2]
The following is a DFT calculation (wB97M-V/def2-TZVPD) of 11 unconnected molecules or ions with the total composition C67H84NO25P.

Each line ends with the Löwdin charge.
Cartesian coordinates (Å):
1 H -0.831 -2.866 6.092  0.12
2 C -4.971 -6.643 8.237  -0.48
3 H -7.243 -3.147 4.172  0.13
4 O 5.457 4.898 -4.945  0.08
5 C 5.034 3.116 1.371  -0.06
6 C 6.108 -0.152 -2.512  -0.24
7 H -2.741 3.750 -4.522  0.11
8 O 5.899 2.533 -0.812  0.07
9 C 8.009 7.236 -0.445  -0.15
10 H -7.280 -0.116 9.141  0.12
11 O 5.103 1.960 -11.854  0.12
12 H -7.522 -1.607 10.054  0.12
13 H -0.314 -1.253 -5.550  0.14
14 C -1.262 2.362 -2.419  -0.40
15 H -9.348 -2.274 8.573  0.13
16 H -6.347 -5.333 1.134  0.06
17 O 3.301 -2.229 -0.995  0.10
18 H -4.365 -3.653 -3.953  0.09
19 H -9.523 -0.490 8.526  0.13
20 H -7.968 -6.847 5.109  0.13
21 H 3.558 2.315 -7.929  0.11
22 C 0.428 -2.137 -0.719  0.04
23 H -0.012 -2.450 4.584  0.12
24 H -2.127 -2.838 1.193  0.10
25 H -1.137 -4.012 0.272  0.13
26 C -0.701 -4.532 4.741  -0.07
27 H -2.181 -2.933 -2.707  0.08
28 H -2.401 -7.534 7.494  0.12
29 C 1.676 1.449 -1.814  -0.29
30 C -7.542 -5.915 4.741  -0.07
31 C -3.067 -3.474 -0.700  -0.19
32 C -1.806 -3.110 0.145  -0.13
33 H 5.883 3.632 1.827  0.13
34 O 1.981 3.526 4.359  0.01
35 C 5.827 4.726 -6.075  -0.49
36 H 2.048 2.884 -9.671  0.12
37 H 3.669 4.330 2.592  0.11
38 C -7.530 -1.177 9.053  -0.16
39 H -9.369 -4.976 5.363  0.12
40 H -2.127 -2.495 3.357  0.11
41 C 8.189 8.403 0.512  -0.08
42 C -0.994 -1.893 -0.392  -0.17
43 C -2.839 5.808 -3.565  -0.07
44 H 0.233 5.108 6.506  0.13
45 H -9.009 -3.051 4.030  0.12
46 C -8.315 -4.711 5.239  -0.15
47 H -4.235 -4.072 1.166  0.11
48 O 1.526 2.633 -1.584  0.08
49 O 2.525 -1.301 -5.245  0.11
50 C 7.213 8.065 1.613  -0.48
51 H -7.317 -3.894 0.564  0.09
52 C -4.237 -3.959 0.052  0.01
53 C 6.789 3.661 -6.539  -0.09
54 H -0.741 4.239 -0.524  0.11
55 H -0.128 -5.039 5.515  0.13
56 O -8.095 -4.541 2.908  0.01
57 H -3.471 -7.397 9.589  0.13
58 O -5.589 -5.844 8.888  0.10
59 O -2.537 -6.104 4.844  0.11
60 C 3.678 4.824 0.464  -0.14
61 H 2.892 3.144 1.543  0.12
62 C 0.822 3.024 6.335  -0.16
63 H -3.703 -7.561 5.514  0.09
64 C -1.710 3.852 -2.520  -0.09
65 H 0.890 -3.143 -0.617  0.12
66 C 2.880 1.457 -11.045  -0.08
67 C 1.635 -2.097 -5.360  -0.45
68 O 1.764 -3.286 -6.001  0.04
69 H -2.593 -0.365 -0.310  0.14
70 O -2.964 -3.902 4.611  0.04
71 H 6.177 5.740 -9.029  0.13
72 H 7.936 9.352 0.043  0.13
73 C 3.725 3.848 1.618  -0.15
74 H -1.419 6.705 -0.388  0.10
75 C 0.489 -3.945 -6.052  -0.15
76 O 6.866 6.751 1.545  0.01
77 H 8.026 4.847 -7.837  0.12
78 H 5.137 2.478 -3.069  0.01
79 O -0.890 1.788 -3.407  0.13
80 C -6.713 -4.783 0.229  -0.06
81 H -6.482 -5.848 4.994  0.12
82 O 6.815 8.815 2.458  0.12
83 H 2.363 1.790 5.425  0.13
84 P 3.901 2.203 -3.737  0.82
85 N 4.111 1.620 -5.215  -0.28
86 O -9.146 -1.203 5.932  0.12
87 H 7.196 7.455 -1.142  0.12
88 C 4.339 1.833 -10.939  -0.49
89 H 8.899 7.005 -1.030  0.12
90 H 0.040 -3.759 -7.031  0.13
91 H -6.417 -4.465 -2.658  0.10
92 C -3.071 -3.325 -2.163  -0.03
93 O -7.101 -1.621 6.790  0.01
94 C 2.967 1.033 -2.603  -0.15
95 C -7.699 -5.802 3.245  -0.47
96 H -5.562 -1.435 8.169  0.12
97 C 2.747 -1.274 -1.488  -0.27
98 H -4.749 -8.567 9.130  0.13
99 C 3.572 1.651 -8.794  -0.16
100 H 0.835 1.819 4.518  0.13
101 C 1.516 2.412 5.135  -0.16
102 H 4.854 -1.906 -2.895  0.11
103 C 7.178 4.161 -7.920  -0.15
104 C -8.163 -3.732 4.097  -0.15
105 O -4.993 -6.687 6.882  0.02
106 C -8.431 -1.355 6.883  -0.49
107 C 5.160 3.194 -0.132  -0.49
108 C 0.721 0.327 -1.354  0.01
109 H -6.507 -2.935 8.269  0.12
110 H 3.683 0.621 -8.445  0.13
111 O -7.474 -6.675 2.447  0.10
112 C -4.239 -7.821 6.425  -0.17
113 H 0.066 2.372 6.774  0.12
114 C -8.858 -1.329 8.330  -0.07
115 O 1.370 5.684 4.109  0.13
116 H 3.234 3.464 -3.898  0.03
117 H -0.726 4.169 5.318  0.13
118 C -2.489 6.638 -2.403  -0.07
119 H 2.657 5.067 0.174  0.13
120 H 1.557 3.256 7.110  0.12
121 H -2.793 7.710 -2.309  0.10
122 C -4.107 -7.756 8.781  -0.08
123 C -1.705 6.096 -1.272  -0.06
124 H -7.953 -4.321 6.191  0.11
125 O 4.343 4.155 -0.621  0.02
126 C -2.178 -2.715 4.426  -0.15
127 C -0.682 0.577 -1.044  -0.14
128 H 7.454 3.368 -8.615  0.12
129 O 4.693 1.974 -9.635  0.00
130 C 0.261 4.314 5.762  -0.08
131 H 2.803 0.384 -11.232  0.13
132 H -4.934 -8.638 6.206  0.13
133 C -1.333 4.690 -1.363  -0.02
134 C -4.320 -3.725 -2.841  -0.07
135 C -5.496 -4.320 -0.626  -0.22
136 H 0.204 -1.520 -3.853  0.11
137 C -2.461 4.384 -3.651  0.00
138 H -0.091 -3.854 -3.985  0.12
139 H 4.732 -0.733 -4.245  0.09
140 C -0.821 -3.042 5.013  -0.16
141 H -0.278 -4.734 3.755  0.13
142 C -1.518 -0.542 -0.570  0.09
143 H -2.655 -1.878 4.936  0.13
144 C 5.941 4.924 -8.346  -0.15
145 C 1.250 4.632 4.668  -0.48
146 C 1.247 -1.030 -1.187  -0.06
147 C -3.297 -8.156 7.560  -0.16
148 C 4.766 -0.806 -3.134  -0.11
149 C -5.490 -4.207 -2.091  -0.05
150 H 4.214 5.752 0.682  0.12
151 H 2.388 2.020 -11.836  0.13
152 H 7.650 3.596 -5.876  0.13
153 H -2.981 -9.200 7.564  0.12
154 C -2.144 -4.973 4.756  -0.45
155 H 9.198 8.436 0.929  0.13
156 H 6.737 0.798 -4.155  0.07
157 C -6.565 -1.856 8.103  -0.15
158 H 5.890 0.766 -1.898  0.07
159 H 1.497 1.237 -9.350  0.12
160 H 4.988 2.082 1.707  0.13
161 H 6.963 5.383 -0.011  0.11
162 O -1.299 1.829 -1.129  0.05
163 H 0.627 -5.019 -5.926  0.13
164 C 0.219 -1.919 -4.867  -0.06
165 C -0.318 -3.338 -4.922  -0.17
166 C 7.599 6.115 0.486  -0.16
167 O 7.052 0.106 -3.548  -0.09
168 C 3.462 -0.251 -2.441  -0.10
169 H 6.263 2.704 -6.584  0.11
170 H 6.544 -0.894 -1.783  0.13
171 H 5.195 4.276 -8.813  0.11
172 H -7.332 -5.469 -0.409  0.09
173 C 2.351 1.833 -9.672  -0.16
174 O 5.389 5.457 -7.131  0.03
175 H -3.435 6.323 -4.357  0.10
176 H 3.653 0.705 -5.274  -0.06
177 H -1.395 -3.396 -5.084  0.11
178 H 8.460 5.599 0.920  0.13

Output
DFT total energy	-132806.010	eV
largest force on an atom	3.40	eV Å⁻¹
LUMO level	-1.177	eV
net charge	0
orbital gap	6.8	eV